(1)
Computed, not measured: a structure of composition C39H48P2ReSi in a non-equilibrium geometry, with the ωB97M-V functional and the def2-TZVPD basis.

```
91
Properties=species:S:1:pos:R:3:mulliken_spin:R:1
Re 1.11 -0.92 -4.57 2.20
C -2.83 0.41 -1.67 0.00
C -3.50 0.37 -2.83 0.00
C -3.85 1.51 -3.71 0.00
C -2.70 1.67 -4.68 0.00
C -1.33 1.94 -4.06 0.00
C -0.89 2.54 -2.95 -0.02
C -1.66 2.86 -1.73 0.00
C -2.21 1.57 -1.00 0.00
C 3.07 -1.43 -4.81 -0.04
H -2.97 -0.39 -0.93 0.00
H -4.17 -0.48 -2.96 0.00
H -3.93 2.47 -3.18 0.00
H -4.77 1.23 -4.27 0.00
H -2.61 0.68 -5.17 0.00
H -3.01 2.39 -5.48 0.00
H -0.64 1.23 -4.60 -0.01
H 0.20 2.55 -2.84 0.00
H -2.48 3.57 -1.94 0.00
H -0.92 3.36 -1.06 0.00
H -1.36 1.16 -0.42 0.00
H -2.97 1.98 -0.30 0.00
H 3.20 -1.97 -3.84 0.04
H 3.80 -0.58 -4.83 0.02
H 3.16 -2.11 -5.68 0.04
P -0.21 -1.66 -6.15 -0.06
P 1.46 0.68 -6.21 0.23
C -1.06 -0.14 -6.68 0.15
C -0.22 0.87 -6.94 -0.05
C -0.36 -2.56 -7.74 0.02
C -1.27 -2.15 -8.72 -0.01
C -1.36 -2.86 -9.91 0.00
C -0.53 -3.96 -10.11 0.00
C 0.39 -4.36 -9.14 0.00
C 0.49 -3.65 -7.94 0.03
C -1.46 -2.61 -5.15 -0.03
C -1.20 -2.67 -3.78 0.06
C -2.07 -3.42 -3.00 0.02
C -2.96 -4.31 -3.60 0.00
C -3.19 -4.28 -4.98 0.00
C -2.48 -3.37 -5.76 -0.01
C 2.25 0.71 -7.97 0.02
C 1.93 -0.34 -8.85 0.02
C 2.28 -0.29 -10.20 0.00
C 3.01 0.81 -10.68 0.00
C 3.35 1.84 -9.82 0.00
C 2.96 1.80 -8.47 -0.01
C 1.80 2.47 -5.76 0.00
C 3.08 2.71 -5.23 -0.01
C 3.51 4.01 -4.98 0.00
C 2.64 5.08 -5.24 0.00
C 1.34 4.85 -5.72 0.00
C 0.93 3.54 -5.97 0.00
H -2.08 -0.27 -7.04 0.01
H -0.35 1.70 -7.63 -0.01
H -1.92 -1.29 -8.55 0.00
H -2.10 -2.55 -10.63 0.00
H -0.60 -4.51 -11.04 0.00
H 1.02 -5.22 -9.28 0.00
H 1.20 -3.94 -7.16 0.00
H -0.32 -2.17 -3.29 -0.08
H -2.00 -3.39 -1.91 0.00
H -3.45 -5.04 -2.95 0.00
H -3.82 -5.02 -5.47 0.00
H -2.66 -3.32 -6.85 0.00
H 1.35 -1.21 -8.50 0.00
H 2.00 -1.11 -10.88 0.00
H 3.31 0.84 -11.73 0.00
H 3.91 2.70 -10.19 0.00
H 3.22 2.64 -7.82 0.00
H 3.75 1.86 -5.11 0.00
H 4.54 4.19 -4.62 0.00
H 2.98 6.11 -5.09 0.00
H 0.66 5.68 -5.95 0.00
H -0.05 3.35 -6.39 0.00
C -0.16 -0.44 0.94 0.00
Si 1.23 -0.85 -0.38 0.01
C 2.56 -0.45 0.93 0.01
C 1.05 -2.69 -0.34 0.01
C 1.31 -0.37 -2.34 0.47
H 0.02 -0.99 1.89 0.00
H -1.16 -0.73 0.61 0.00
H -0.20 0.61 1.24 0.00
H 2.47 -1.08 1.82 0.00
H 3.57 -0.57 0.57 0.00
H 2.53 0.56 1.36 0.00
H 0.26 -3.03 -1.02 0.00
H 1.99 -3.15 -0.65 0.00
H 0.80 -3.01 0.67 0.00
H 0.67 0.52 -2.35 -0.09
H 2.33 0.10 -2.47 0.05
```

- ΔE to the lowest compared entry with this formula, charge and spin: 2.299 eV
- ⟨S²⟩: 3.772
- Total energy: -2564.53230 hartree
- Multiplicity: 4
- LUMO energy (spin up / spin down): -7.22 / -8.62 eV
- Charge: +2
- Orbital gap (spin up / spin down): 6.3 / 4.9 eV


(2)
Computed, not measured: a structure of composition C20H15Br2F2N2 in a non-equilibrium geometry, with the ωB97M-V functional and the def2-TZVPD basis.

```
41
Properties=species:S:1:pos:R:3:mulliken_charge:R:1
F -3.12 4.52 0.47 -0.29
C -3.14 3.15 0.34 0.18
C -4.38 2.52 0.24 -0.48
C -4.39 1.12 0.06 -0.70
C -3.20 0.40 -0.04 -0.35
C -1.93 1.04 0.06 0.82
C -0.65 0.43 -0.16 0.19
C 0.56 1.12 -0.09 -0.43
C 1.80 0.53 0.08 -0.42
C 3.01 1.30 0.14 0.99
C 2.94 2.72 0.18 -0.81
C 4.12 3.45 0.24 0.30
F 4.04 4.82 0.28 -0.30
C 5.37 2.85 0.26 -0.60
C 5.44 1.44 0.25 -0.44
C 4.28 0.68 0.19 -0.71
C -1.95 2.45 0.32 -0.85
H -5.31 3.08 0.30 0.46
H -5.34 0.59 0.01 0.40
H -3.22 -0.67 -0.22 0.39
H -0.61 -0.42 -0.89 0.23
H 0.57 2.17 -0.35 0.48
H 1.88 -0.56 0.12 0.37
H 2.00 3.27 0.16 0.46
H 6.28 3.46 0.31 0.43
H 6.40 0.94 0.27 0.39
H 4.31 -0.41 0.16 0.38
H -1.01 3.00 0.42 0.60
Br -1.29 -4.30 2.72 -0.20
C -1.14 -3.54 0.97 -0.85
C -1.21 -4.41 -0.15 1.72
N -1.34 -5.74 -0.05 -0.39
C -1.12 -3.83 -1.43 -0.46
Br -1.22 -4.93 -3.02 -0.20
C -0.98 -2.46 -1.55 -0.39
N -0.89 -1.63 -0.46 -0.21
C -0.97 -2.17 0.77 0.07
H -1.37 -6.33 -0.86 0.14
H -1.40 -6.18 0.86 0.16
H -0.89 -1.97 -2.52 0.44
H -0.91 -1.52 1.64 0.47
```

- ΔE to the lowest compared entry with this formula, charge and spin: 2.937 eV
- Total energy: -6228.01057 hartree
- Multiplicity: 1
- LUMO energy: -5.30 eV
- Charge: +1
- Orbital gap: 5.8 eV


(3)
Computed, not measured: a structure of composition C30H46MnO2SeTe in a non-equilibrium geometry, with the ωB97M-V functional and the def2-TZVPD basis.

```
81
Properties=species:S:1:pos:R:3:mulliken_spin:R:1
Mn 1.52 1.11 -2.87 4.77
C 3.62 -0.34 4.29 0.00
C 2.24 0.32 4.16 0.00
C 1.15 -0.71 4.47 0.00
C 2.14 1.46 5.19 0.00
C 2.08 0.81 2.73 0.02
C 2.12 -0.11 1.68 -0.02
C 2.03 0.33 0.38 -0.02
Se 1.98 -0.98 -1.06 0.05
C 0.05 -1.30 -1.03 -0.02
C -0.44 -2.21 -0.13 -0.01
C -1.81 -2.43 -0.03 0.02
C -2.63 -1.65 -0.84 0.00
C -2.17 -0.72 -1.76 0.00
C -0.77 -0.56 -1.91 0.01
O -0.21 0.20 -2.82 0.08
C -3.22 0.08 -2.54 0.00
C -2.65 1.14 -3.48 -0.01
C -4.05 -0.89 -3.39 0.00
C -4.13 0.80 -1.53 0.00
C -2.34 -3.47 0.94 0.00
C -1.77 -4.84 0.55 0.00
C -3.87 -3.56 0.93 0.00
C -1.88 -3.11 2.36 0.00
C 1.90 1.69 0.03 0.00
O 1.91 2.04 -1.22 0.10
C 1.76 2.62 1.10 0.00
C 1.87 2.15 2.40 0.00
C 1.44 4.07 0.77 0.01
C 2.53 4.67 -0.12 0.00
C 1.32 4.94 2.03 0.00
C 0.09 4.12 0.03 0.00
H 3.78 -0.70 5.31 0.00
H 3.71 -1.18 3.61 0.00
H 4.41 0.38 4.05 0.00
H 1.26 -1.07 5.50 0.00
H 0.17 -0.27 4.36 0.00
H 1.22 -1.57 3.81 0.00
H 2.28 1.07 6.19 0.00
H 2.90 2.22 5.02 0.00
H 1.15 1.93 5.15 0.00
H 2.22 -1.17 1.86 0.00
H 0.27 -2.74 0.49 -0.01
H -3.69 -1.79 -0.76 0.00
H -2.06 0.69 -4.27 0.00
H -3.48 1.68 -3.93 0.00
H -2.03 1.86 -2.94 0.00
H -3.41 -1.43 -4.08 0.00
H -4.57 -1.62 -2.77 0.00
H -4.79 -0.35 -3.96 0.00
H -3.54 1.46 -0.89 0.00
H -4.86 1.39 -2.06 0.00
H -4.66 0.09 -0.89 0.00
H -2.07 -5.10 -0.46 0.00
H -0.68 -4.83 0.59 0.00
H -2.13 -5.61 1.23 0.00
H -4.24 -3.83 -0.05 0.00
H -4.20 -4.32 1.64 0.00
H -4.32 -2.61 1.24 0.00
H -0.80 -3.10 2.43 0.00
H -2.25 -2.13 2.64 0.00
H -2.26 -3.84 3.07 0.00
H 1.79 2.86 3.20 0.00
H 3.50 4.65 0.38 0.00
H 2.61 4.13 -1.06 0.00
H 2.29 5.71 -0.35 0.00
H 2.25 4.96 2.58 0.00
H 1.08 5.96 1.73 0.00
H 0.52 4.58 2.68 0.00
H 0.13 3.54 -0.89 0.00
H -0.70 3.72 0.66 0.00
H -0.14 5.15 -0.22 0.00
C 2.06 -2.70 -6.42 0.01
Te 1.20 -1.39 -4.88 0.00
C 3.17 -0.52 -4.52 0.06
H 2.85 -3.30 -6.00 0.00
H 2.44 -2.13 -7.25 0.00
H 1.27 -3.35 -6.78 0.00
H 3.60 -0.16 -5.45 0.00
H 3.82 -1.25 -4.06 0.00
H 3.11 0.35 -3.82 -0.03
```

- ΔE to the lowest compared entry with this formula, charge and spin: 1.224 eV
- ⟨S²⟩: 8.760
- Total energy: -5141.66467 hartree
- Multiplicity: 6
- LUMO energy (spin up / spin down): -0.70 / -0.96 eV
- Orbital gap (spin up / spin down): 6.6 / 6.5 eV


(4)
Computed, not measured: the molecule C5H10O in a non-equilibrium geometry, with the ωB97M-V functional and the def2-TZVPD basis.

```
16
Properties=species:S:1:pos:R:3:mulliken_charge:R:1
C 1.55 -1.80 0.48 -1.28
C 1.04 -0.53 -0.21 -0.34
C -0.25 0.07 0.33 -0.52
C -0.66 1.36 -0.47 -0.63
C -2.14 1.54 -0.24 0.02
O -2.83 0.61 0.08 -0.47
H 2.51 -2.09 0.04 0.36
H 1.71 -1.64 1.55 0.32
H 0.87 -2.65 0.37 0.32
H 1.80 0.25 -0.18 0.30
H 0.86 -0.77 -1.27 0.30
H -1.04 -0.70 0.25 0.31
H -0.21 0.27 1.41 0.33
H -0.46 1.18 -1.53 0.29
H -0.15 2.35 -0.32 0.34
H -2.60 2.55 -0.30 0.35
```

- ΔE to the lowest compared entry with this formula, charge and spin: 0.683 eV
- Total energy: -271.72750 hartree
- Multiplicity: 1
- LUMO energy: 1.08 eV
- SMILES: CCCCC=O
- Orbital gap: 10.9 eV


(5)
Computed, not measured: a structure of composition AgCl2F2NO4S2 in a non-equilibrium geometry, with the ωB97M-V functional and the def2-TZVPD basis.

```
12
Properties=species:S:1:pos:R:3:mulliken_spin:R:1
Ag 16.33 -16.78 -20.82 0.06
Cl 14.73 -18.15 -18.90 0.58
Cl 17.09 -14.29 -19.79 0.35
N 17.55 -18.11 -22.15 0.01
S 19.19 -18.50 -22.21 0.00
O 19.94 -17.86 -23.25 0.00
O 19.50 -19.82 -21.82 0.00
F 19.71 -17.69 -20.93 0.00
S 17.14 -19.15 -23.23 -0.01
O 17.01 -20.54 -22.83 0.00
O 17.50 -18.76 -24.58 0.00
F 15.61 -18.51 -23.12 0.00
```

- ⟨S²⟩: 0.771
- Total energy: -2419.19490 hartree
- Multiplicity: 2
- LUMO energy (spin up / spin down): 2.26 / -2.10 eV
- Charge: -1
- Orbital gap (spin up / spin down): 9.9 / 4.6 eV